{"formula": "C40H39CeCl5F6NO5P2S2", "method": "ωB97M-V with the def2-TZVPD basis set", "homo_lumo_gap_ev": [5.1, 5.2], "e_tot_ha": -6832.91632, "total_charge": -1, "homo_ha": [-0.165, -0.165], "de_lowest_kcal_mol": 6.1, "species": ["Ce", "C", "P", "C", "C", "C", "C", "C", "C", "C", "C", "C", "C", "C", "C", "C", "C", "C", "C", "C", "P", "C", "C", "C", "C", "C", "C", "C", "C", "C", "C", "C", "C", "N", "H", "H", "H", "H", "H", "H", "H", "H", "H", "H", "H", "H", "H", "H", "H", "H", "H", "H", "H", "H", "H", "H", "H", "H", "H", "H", "C", "C", "S", "C", "C", "S", "H", "H", "H", "H", "H", "H", "Cl", "C", "Cl", "H", "H", "Cl", "C", "Cl", "H", "H", "C", "C", "O", "C", "F", "F", "F", "C", "F", "F", "F", "H", "H", "H", "O", "Cl", "O", "O", "O"], "xyz": [[-1.738, -1.112, 0.940], [-2.814, 1.216, -1.365], [-1.599, 2.062, -0.250], [-0.501, 2.839, -1.557], [-1.022, 3.435, -2.713], [-0.192, 4.016, -3.661], [1.189, 4.032, -3.467], [1.718, 3.460, -2.324], [0.878, 2.865, -1.383], [-2.314, 3.684, 0.257], [-1.518, 4.505, 1.063], [-1.984, 5.738, 1.501], [-3.259, 6.172, 1.141], [-4.052, 5.368, 0.335], [-3.581, 4.131, -0.099], [-1.888, 0.205, -2.012], [-1.710, -0.218, -3.300], [-0.527, -1.025, -3.304], [-0.041, -1.033, -2.018], [1.274, -1.586, -1.538], [2.652, -0.406, -1.950], [4.065, -0.992, -0.918], [5.374, -0.760, -1.363], [6.466, -1.018, -0.545], [6.277, -1.504, 0.747], [4.988, -1.729, 1.202], [3.893, -1.471, 0.378], [3.141, -1.084, -3.595], [2.894, -0.302, -4.721], [3.189, -0.777, -5.999], [3.740, -2.040, -6.158], [3.995, -2.829, -5.040], [3.694, -2.354, -3.771], [-0.873, -0.289, -1.199], [-3.280, 1.882, -2.085], [-3.612, 0.756, -0.786], [-2.094, 3.466, -2.875], [-0.621, 4.451, -4.556], [1.838, 4.488, -4.205], [2.791, 3.450, -2.163], [1.318, 2.404, -0.508], [-0.525, 4.173, 1.347], [-1.357, 6.358, 2.133], [-3.628, 7.129, 1.489], [-5.045, 5.697, 0.046], [-4.221, 3.504, -0.713], [-2.334, 0.022, -4.149], [-0.082, -1.521, -4.157], [1.265, -1.755, -0.468], [1.474, -2.535, -2.034], [5.534, -0.376, -2.366], [7.468, -0.832, -0.912], [7.129, -1.697, 1.390], [4.823, -2.104, 2.208], [2.896, -1.636, 0.766], [2.460, 0.686, -4.590], [2.989, -0.161, -6.867], [3.965, -2.414, -7.150], [4.426, -3.814, -5.160], [3.898, -2.972, -2.903], [0.715, -5.710, 0.658], [0.286, -4.298, 1.010], [-1.103, -3.734, 0.199], [1.037, -3.547, 1.894], [2.307, -4.108, 2.491], [0.655, -1.938, 2.353], [-0.055, -6.206, 0.074], [0.904, -6.305, 1.555], [1.637, -5.699, 0.066], [2.185, -5.145, 2.811], [2.623, -3.513, 3.349], [3.117, -4.082, 1.753], [0.536, 1.304, 1.915], [1.825, 1.190, 3.134], [3.142, 2.322, 2.767], [2.204, 0.185, 3.127], [1.394, 1.461, 4.087], [-1.446, -4.953, 5.686], [-1.312, -3.360, 4.903], [-2.341, -3.251, 3.483], [-0.305, -3.203, 4.585], [-1.639, -2.603, 5.599], [-3.975, 2.576, 2.956], [-3.537, 1.121, 2.971], [-3.013, 0.670, 1.778], [-4.775, 0.292, 3.453], [-5.393, 0.886, 4.503], [-4.457, -0.952, 3.849], [-5.666, 0.205, 2.461], [-2.434, 0.941, 4.066], [-2.884, 0.803, 5.319], [-1.689, -0.169, 3.792], [-1.576, 1.978, 4.074], [-4.772, 2.684, 2.219], [-3.141, 3.200, 2.654], [-4.334, 2.893, 3.933], [-5.249, -0.796, -0.107], [-4.449, -1.961, 0.066], [-5.183, -3.157, -0.144], [-3.269, -1.891, -0.820], [-3.855, -1.977, 1.429]]}